No. 1
# C3H3NO2S

A single C3H3NO2S molecule (wB97M-V/def2-TZVPD, the OMol25 dataset).

XYZ file:
```
10
Properties=species:S:1:pos:R:3:lowdin_charge:R:1
C -0.112 1.126 -0.797 -0.1791
C 0.493 3.117 -1.618 -0.7259
C 0.372 -0.074 -0.173 -0.0392
N -0.518 1.055 -2.798 -0.4016
O 0.826 4.242 -1.404 0.0815
O 0.436 2.248 -0.662 0.0804
S -0.299 2.508 -3.180 0.9133
H -0.199 -0.292 0.842 0.1455
H 1.346 0.119 0.040 0.0519
H 0.253 -0.983 -0.683 0.0731
```

For the HOMO energy (alpha / beta), the calculation gives -8.222 / -8.508 eV. As for the total charge: 0. For the relative energy (zero: lowest compared OMol25 entry of this formula, charge and spin), the calculation gives 6.295 eV. As for the HOMO-LUMO gap (alpha / beta): 7.70 / 8.18 eV.


No. 2
# C5H28N2O8

8 unconnected molecules or ions with the total composition C5H28N2O8 (wB97M-V/def2-TZVPD, the OMol25 dataset).

XYZ file:
```
43
Properties=species:S:1:pos:R:3:lowdin_charge:R:1
C -1.388 0.279 -0.113 -0.1408
N -0.838 1.563 0.262 0.0583
C -1.118 1.965 1.630 -0.0229
C -1.294 0.122 -1.673 -0.3393
C -2.281 0.939 -2.450 -0.0301
N -1.378 -1.303 -1.985 0.0768
C -0.191 -2.021 -2.330 -0.1919
O 0.818 -1.965 -1.305 -0.0740
H -2.470 0.243 0.075 0.1438
H -0.735 -0.480 0.330 0.1204
H -1.080 2.207 -0.489 0.1506
H -0.376 2.691 1.966 0.1058
H -1.145 1.111 2.301 0.0847
H -2.071 2.513 1.715 0.1264
H -0.245 0.360 -1.914 0.1273
H -2.999 0.352 -3.050 0.1038
H -2.887 1.623 -1.831 0.0901
H -1.912 1.574 -3.247 0.0862
H -1.971 -1.822 -1.341 0.1459
H 0.221 -1.559 -3.223 0.1188
H -0.340 -3.095 -2.448 0.1508
H 1.230 -1.108 -1.149 0.0557
H 0.193 -1.380 2.244 -0.0033
H -0.174 -2.211 3.351 0.0607
O -0.426 -1.348 3.013 -0.0833
H 1.024 -2.216 0.376 0.0159
H 2.008 -1.254 0.928 0.0154
O 1.492 -2.043 1.218 -0.0806
H 0.576 0.535 4.202 0.0246
H 2.150 0.594 4.059 0.0486
O 1.334 1.100 4.018 -0.0494
H -3.174 -0.729 1.572 -0.0039
H -2.337 -1.889 2.060 0.0276
O -3.081 -1.661 1.473 -0.0401
H 1.510 1.019 0.587 0.0500
H 2.149 0.521 1.937 0.0519
O 2.182 0.437 0.973 -0.0288
H 4.081 2.689 -1.498 0.0526
H 3.548 1.845 -0.180 -0.0033
O 4.243 1.989 -0.835 -0.0642
H 2.968 0.422 -3.016 0.0539
H 2.086 -0.682 -3.410 0.0558
O 2.098 0.075 -2.801 -0.0465
```

For the HOMO energy (alpha / beta), the calculation gives -13.978 / -12.832 eV. As for the total charge: +1. As for the spin multiplicity: 2. For the relative energy (zero: lowest compared OMol25 entry of this formula, charge and spin), the calculation gives 0.425 eV. As for the expectation value of S²: 0.757. As for the HOMO-LUMO gap (alpha / beta): 11.19 / 4.35 eV.


No. 3
# C27H30N5OPPtS

A molecular structure, C27H30N5OPPtS (wB97M-V/def2-TZVPD, the OMol25 dataset).

XYZ file:
```
66
Properties=species:S:1:pos:R:3:lowdin_charge:R:1
Pt 0.039 -0.033 -0.045 0.7901
C -4.919 -2.151 0.113 0.0242
C -4.102 -1.522 -0.948 -0.3100
N -4.331 -1.551 -2.214 0.1661
N -3.292 -0.890 -2.789 0.0691
C -2.397 -0.445 -1.909 -0.7421
S -0.957 0.372 -2.239 0.6760
N -2.910 -0.838 -0.716 -0.0752
N -2.317 -0.535 0.506 0.0975
H -5.784 -2.616 -0.352 0.1064
H -5.261 -1.416 0.843 0.0977
H -4.338 -2.919 0.629 0.0774
H -3.281 -0.758 -3.789 0.1788
H -2.409 -1.329 1.135 0.1191
H -2.769 0.275 0.924 0.1317
C 1.947 2.454 1.490 -0.0424
C 0.514 2.551 2.016 -0.3772
C -0.472 2.758 0.871 -0.0722
C 0.118 1.321 2.851 -0.2659
C 0.879 1.206 4.185 -0.0368
O 1.573 -0.052 4.084 0.0375
C 1.228 -0.639 2.945 -0.3053
N 0.423 0.032 2.193 0.0099
C 1.768 -1.996 2.750 -0.1145
C 2.394 -2.572 3.861 0.0182
C 2.908 -3.854 3.813 -0.0177
C 2.825 -4.588 2.641 -0.0204
C 2.230 -4.026 1.524 -0.0657
C 1.687 -2.743 1.565 -0.2796
P 0.960 -2.194 -0.005 0.9563
C -0.445 -3.287 -0.328 -0.3680
C -1.036 -4.062 0.670 -0.0759
C -2.157 -4.827 0.378 -0.0634
C -2.696 -4.817 -0.901 -0.0572
C -2.127 -4.024 -1.892 -0.0653
C -1.010 -3.257 -1.608 -0.1253
C 2.226 -2.467 -1.262 -0.3677
C 2.265 -3.590 -2.086 -0.0796
C 3.295 -3.724 -3.004 -0.0460
C 4.274 -2.745 -3.106 -0.0405
C 4.237 -1.625 -2.285 -0.0500
C 3.213 -1.484 -1.365 -0.0956
H 2.235 3.379 0.993 0.0982
H 2.031 1.642 0.756 0.0519
H 2.668 2.261 2.286 0.0907
H 0.443 3.410 2.689 0.1536
H -0.374 1.905 0.153 -0.0399
H -0.248 3.662 0.307 0.1031
H -1.505 2.805 1.218 0.0898
H -0.962 1.361 3.025 0.1433
H 0.218 1.160 5.047 0.1422
H 1.613 1.995 4.336 0.1379
H 2.472 -1.993 4.769 0.1297
H 3.377 -4.277 4.691 0.1263
H 3.227 -5.592 2.591 0.1258
H 2.190 -4.585 0.597 0.1163
H -0.612 -4.079 1.667 0.1106
H -2.606 -5.440 1.149 0.1201
H -3.550 -5.440 -1.132 0.1232
H -2.555 -4.008 -2.887 0.1193
H -0.561 -2.640 -2.379 0.0992
H 1.504 -4.357 -2.010 0.1101
H 3.328 -4.596 -3.643 0.1193
H 5.068 -2.857 -3.832 0.1206
H 5.001 -0.865 -2.370 0.1186
H 3.177 -0.615 -0.715 0.0936
```

For the HOMO energy (alpha / beta), the calculation gives -13.071 / -14.568 eV. As for the total charge: +2. As for the spin multiplicity: 3. For the relative energy (zero: lowest compared OMol25 entry of this formula, charge and spin), the calculation gives 0.598 eV. As for the expectation value of S²: 2.006. As for the HOMO-LUMO gap (alpha / beta): 7.42 / 6.55 eV.